Entry 1
Computed, not measured: a single C3H4Cl2N2 molecule, with the ωB97M-V functional and the def2-TZVPD basis.

Geometry as XYZ:
```
11
Properties=species:S:1:pos:R:3:nbo_charge:R:1
C 1.412 -0.153 0.391 -0.224
C 1.286 1.024 -0.567 -0.110
C -2.214 -0.972 0.018 0.082
N 0.104 0.169 0.062 -0.263
N -0.963 -0.718 -0.010 -0.255
Cl 1.280 2.583 0.038 0.079
Cl -3.647 0.091 -0.342 -0.116
H 2.040 -0.949 0.162 0.196
H 1.671 0.140 1.366 0.183
H 1.534 0.683 -1.573 0.232
H -2.504 -1.899 0.455 0.197
```

Output
multiplicity = 1
SMILES string = Cl/C=N\N1C[C@@H]1Cl
HOMO = -0.3260 Eh
orbital gap = 9.6 eV

=====

Entry 2
Computed, not measured: a molecular structure, C3H4Cl2N2, with the ωB97M-V functional and the def2-TZVPD basis.

Geometry as XYZ:
```
11
Properties=species:S:1:pos:R:3:nbo_charge:R:1
C 0.541 1.107 -0.627 -0.320
C -0.209 0.501 0.295 -0.243
C -1.621 0.272 -0.142 0.025
N -2.369 -0.439 0.535 -0.198
N -3.917 -0.400 -0.350 -0.419
Cl -4.617 1.152 -0.383 0.146
Cl -4.780 -1.632 0.476 0.154
H 1.665 1.337 -0.760 0.223
H 0.028 1.284 -1.547 0.187
H 0.034 0.157 1.266 0.232
H -2.104 0.653 -1.107 0.214
```

Output
multiplicity = 1
HOMO = -0.3409 Eh
orbital gap = 9.2 eV

=====

Ranking the structures above by stability puts entry 1 first and entry 2 last.